{
  "formula": "C28H40CuNO3PSSb",
  "method": "ωB97M-V/def2-TZVPD",
  "fmax_ev_per_a": 0.37,
  "homo_ev": -7.4,
  "energy_ev": -108619.6132,
  "species": ["Sb", "Cu", "S", "P", "O", "O", "O", "N", "C", "C", "C", "C", "C", "C", "C", "C", "C", "C", "C", "C", "C", "C", "C", "C", "C", "C", "C", "C", "C", "C", "C", "C", "C", "C", "C", "C", "H", "H", "H", "H", "H", "H", "H", "H", "H", "H", "H", "H", "H", "H", "H", "H", "H", "H", "H", "H", "H", "H", "H", "H", "H", "H", "H", "H", "H", "H", "H", "H", "H", "H", "H", "H", "H", "H", "H", "H"],
  "positions_angstrom": [[1.10888, 1.06539, 1.90168], [-0.10264, 1.12664, -2.03211], [1.41449, 3.17430, -1.24817], [-1.01092, -1.08898, -1.15586], [1.86331, 1.89037, -1.83277], [2.06832, 3.54789, -0.02012], [-0.06312, 3.08607, -1.15369], [2.02487, -1.18028, -1.12335], [-1.80249, 1.87361, 1.72072], [0.29971, -4.90562, -1.93184], [-0.29384, -1.28214, 3.25591], [-3.05600, -1.82973, 0.53512], [-5.16271, -2.79074, -0.10464], [4.04481, 1.84037, 2.12813], [-2.38831, 1.02220, -4.40384], [-4.29375, -2.35057, 0.88288], [-0.59686, 2.20982, 2.60069], [1.43954, -2.39294, -1.35722], [1.78384, 4.42903, -2.43359], [-2.21408, 0.49997, -3.12512], [2.20816, -1.37135, 3.39221], [-1.55579, 0.62093, -5.43559], [-0.35578, -0.82347, -3.92999], [0.03845, -2.55041, -1.40683], [2.77621, 2.17803, 4.29002], [-3.54928, -2.20185, -1.78734], [1.68219, -4.74140, -1.90719], [2.71726, 2.23378, 2.76927], [0.98129, -0.46699, 3.44194], [-2.67064, -1.75582, -0.80184], [-0.33078, 3.71143, 2.58564], [-0.50116, -3.80743, -1.68445], [-4.79014, -2.71366, -1.43995], [-1.21303, -0.45907, -2.87809], [2.24252, -3.51446, -1.62624], [-0.53434, -0.29112, -5.19623], [2.33082, -5.58599, -2.10374], [3.13036, -0.82358, 3.59353], [-5.46640, -3.05496, -2.21320], [1.53257, -0.46004, -0.61390], [2.31022, -1.83784, 2.40726], [4.31064, 0.80308, 2.35006], [-0.04255, 4.04370, 1.58580], [3.54810, 2.85659, 4.66877], [2.86276, 4.46356, -2.56203], [-3.26496, -2.14776, -2.83163], [0.42274, -1.55192, -3.74067], [-4.58106, -2.40428, 1.92489], [-0.28586, -1.78707, 2.28383], [4.85610, 2.46997, 2.50808], [-2.38556, -1.47277, 1.30734], [0.94177, 0.04427, 4.40763], [-0.38109, -2.05938, 4.02241], [-3.17737, 1.73971, -4.58572], [-1.19168, -0.66191, 3.30955], [-2.89241, 0.77667, -2.32544], [3.02584, 1.17721, 4.64975], [2.13448, -2.17938, 4.12795], [-1.69534, 1.02778, -6.42862], [-1.57783, -3.92142, -1.69962], [2.47440, 3.24844, 2.44907], [-1.23349, 4.25995, 2.87434], [1.82793, 2.46603, 4.75001], [3.32005, -3.39894, -1.60352], [0.12635, -0.58914, -5.99957], [1.41615, 5.37639, -2.04767], [3.02280, -1.15214, -1.01782], [1.29109, 4.17475, -3.36900], [-6.13154, -3.19109, 0.16450], [-1.62484, 2.23110, 0.70299], [0.46531, 3.99792, 3.27448], [-0.78510, 1.88244, 3.62843], [-0.13996, -5.87211, -2.13550], [4.00558, 1.96042, 1.04435], [-2.70844, 2.35932, 2.09724], [-1.99871, 0.80064, 1.65725]],
  "forces_ev_per_a": [[0.108, -0.117, -0.057], [-0.081, -0.008, 0.203], [-0.199, -0.166, 0.262], [0.043, 0.074, 0.069], [0.213, -0.075, -0.218], [0.061, 0.077, -0.038], [-0.111, 0.144, -0.142], [0.024, 0.145, -0.146], [0.048, 0.040, -0.015], [0.043, 0.015, 0.026], [0.025, -0.017, -0.033], [-0.011, 0.016, -0.009], [0.007, -0.001, 0.017], [-0.005, 0.026, 0.004], [0.010, 0.003, 0.063], [-0.012, -0.017, -0.002], [-0.056, 0.016, -0.014], [-0.076, -0.269, 0.005], [-0.042, -0.008, -0.057], [0.056, 0.062, -0.023], [0.004, -0.002, -0.002], [-0.001, 0.024, -0.052], [-0.021, -0.063, 0.033], [0.012, -0.014, -0.005], [0.000, 0.031, 0.001], [-0.008, 0.011, -0.018], [-0.024, -0.044, -0.025], [-0.041, -0.001, 0.041], [-0.007, 0.008, 0.018], [0.022, -0.008, 0.023], [0.014, -0.004, -0.021], [-0.023, -0.002, 0.017], [0.004, 0.003, -0.014], [-0.006, -0.043, -0.069], [-0.018, 0.078, 0.023], [0.008, 0.032, 0.016], [0.002, 0.000, 0.006], [0.005, -0.013, -0.008], [0.001, -0.002, 0.001], [0.013, 0.025, 0.093], [-0.007, -0.005, -0.005], [0.001, -0.013, -0.002], [-0.009, 0.012, 0.019], [-0.005, 0.003, 0.002], [0.004, -0.006, 0.004], [0.003, 0.002, 0.001], [0.022, 0.012, -0.049], [-0.001, 0.003, 0.000], [-0.019, -0.003, -0.001], [0.004, 0.000, -0.003], [0.005, -0.018, -0.009], [0.001, 0.003, 0.000], [-0.002, -0.002, 0.003], [-0.001, 0.002, 0.003], [-0.004, 0.010, 0.009], [-0.008, 0.043, -0.019], [-0.004, 0.006, -0.001], [-0.001, 0.006, 0.005], [0.005, -0.005, -0.001], [0.008, -0.015, -0.006], [0.018, -0.014, 0.005], [-0.004, 0.001, 0.001], [-0.004, 0.006, 0.000], [0.001, -0.009, 0.007], [0.000, -0.004, 0.000], [-0.006, 0.002, 0.006], [0.045, 0.016, 0.031], [0.014, 0.023, -0.008], [-0.001, 0.004, 0.001], [-0.030, 0.007, 0.002], [-0.005, -0.007, 0.005], [-0.003, -0.019, -0.004], [-0.002, 0.003, -0.009], [0.002, -0.008, 0.011], [-0.008, 0.009, -0.001], [0.007, 0.004, 0.047]]
}